ORCA calculation (the ωB97M-V functional and the def2-TZVPD basis) on a structure of composition C20H23N6O2S8SbW in a non-equilibrium geometry.

```
61
Properties=species:S:1:pos:R:3:nbo_charge:R:1
W -1.409 -0.119 0.553 0.772
S -1.318 -0.428 3.039 0.103
C -0.239 0.829 3.479 -0.307
C 0.108 0.904 4.879 0.249
N 0.214 0.965 6.029 -0.272
C 0.238 1.816 2.667 -0.235
S -0.518 2.195 1.113 0.049
C 1.075 2.898 3.168 0.244
N 1.859 3.586 3.600 -0.269
O 0.918 -1.158 -3.259 -0.658
C 0.484 -0.095 -3.974 0.330
C 0.853 0.034 -5.297 -0.268
C 0.423 1.106 -6.107 -0.150
C -0.578 1.958 -5.685 -0.260
C -0.976 1.867 -4.408 -0.132
C -0.398 0.873 -3.540 -0.176
C -1.048 0.867 -2.232 0.577
O -0.600 -0.040 -1.364 -0.776
N -2.058 1.616 -1.888 -0.414
N -2.468 1.361 -0.595 -0.407
C -3.323 2.203 -0.140 -0.022
S -3.924 3.415 -1.188 0.395
C -5.225 4.080 -0.095 -0.552
C -4.777 3.959 1.381 -0.547
S -3.999 2.358 1.518 0.351
H 0.326 -1.188 -2.493 0.510
H 1.599 -0.613 -5.729 0.224
H 0.938 1.244 -7.082 0.218
H -0.900 2.746 -6.368 0.220
H -1.759 2.457 -4.024 0.234
H -6.197 3.687 -0.167 0.224
H -5.436 5.171 -0.327 0.245
H -5.681 3.891 1.976 0.247
H -4.062 4.743 1.698 0.236
S -0.421 -5.429 2.073 -0.673
Sb -1.994 -3.998 1.558 1.021
S -3.378 -1.351 -0.654 -0.129
S -0.631 -2.498 0.303 -0.557
S -3.537 -0.714 1.194 0.087
C 3.025 -4.001 0.185 -0.635
C 3.507 -2.830 1.012 -0.212
N 2.445 -1.902 1.368 -0.387
C 1.746 -2.392 2.523 -0.236
C 2.528 -2.124 3.806 -0.621
C 2.089 -0.846 0.579 0.559
C 3.104 -0.519 -0.518 -0.687
N 1.047 -0.090 0.664 -0.772
H 3.833 -4.688 0.049 0.215
H 2.724 -3.772 -0.879 0.208
H 2.151 -4.531 0.581 0.236
H 4.249 -2.237 0.517 0.211
H 3.719 -3.271 1.953 0.208
H 1.556 -3.437 2.359 0.214
H 0.825 -1.959 2.461 0.222
H 3.397 -2.704 3.798 0.203
H 1.836 -2.185 4.690 0.234
H 2.870 -1.102 3.666 0.212
H 4.108 -0.290 -0.146 0.232
H 2.742 0.339 -1.066 0.228
H 3.216 -1.350 -1.283 0.249
H 1.101 0.692 0.068 0.385
```

Results
- energy above the lowest of the compared OMol25 structures with the same formula, charge and spin (eV) = 0.986
- energy (Eh) = -4747.8102
- multiplicity = 1
- HOMO (alpha / beta) (eV) = -8.1 / -8.1